# 1
Below is a structure of composition C14H29INOP2Pb in a non-equilibrium geometry, with properties calculated with ωB97M-V/def2-TZVPD.

Summary:
Orbital gap (spin up / spin down)   5.579 / 5.490 eV
Calculated total energy   -50413.7827 eV
HOMO level (spin up / spin down)   -17.87 / -17.78 eV

ORCA input file:
```
! RIJCOSX wB97M-V def2-TZVPD def2/J DEFGRID3
* xyz 3 1
Pb 0.0955 0.4266 -0.1267
I -1.6977 0.5011 2.3974
P -2.0678 0.5188 -1.3572
P 2.0853 -0.0950 1.4739
O -0.5818 -3.1341 0.1341
N -0.2384 -1.3983 2.1170
C -1.6407 1.0771 -2.9715
C -0.2648 -2.0507 4.3847
C 1.1891 -0.4028 -1.8407
C 1.8872 1.0565 2.7797
C -0.3908 -2.0152 0.0060
C 3.5300 0.2824 0.5848
C 0.0531 -0.7935 3.9657
C -2.3860 -3.0042 1.6933
C -2.9924 1.7938 -0.5492
C -0.9375 -2.9309 3.5622
C 2.2389 -1.7622 2.1470
C -3.0699 -0.9360 -1.4519
C -1.1687 -2.4178 2.2952
C -0.2584 0.2211 4.9445
H 1.4580 0.6053 -2.1869
H -1.2465 0.0032 5.3333
H 1.3880 -2.0566 2.7583
H 0.5240 -0.9286 -2.5232
H 2.8790 1.1753 3.2063
H -2.5874 1.4008 -3.4242
H -3.3792 -1.2713 -0.4525
H 3.7802 -0.5149 -0.1164
H -3.9627 -0.6482 -2.0320
H -3.2208 -2.8256 2.3965
H -0.3626 -2.2107 5.4433
H 2.2970 -2.5171 1.3790
H -2.3033 -4.1159 1.6548
H -2.7869 -2.7284 0.7101
H 3.0787 -1.7370 2.8357
H -2.3458 2.6017 -0.1737
H 2.0471 -0.9943 -1.5312
H -0.9437 1.9288 -2.9276
H 1.4589 2.0093 2.4704
H 3.4079 1.2305 0.0547
H -3.6707 2.1825 -1.3205
H -3.5608 1.3745 0.2921
H -0.2580 1.2717 4.7085
H 4.2909 0.3721 1.3631
H -1.1915 0.2793 -3.5776
H -1.5590 -3.7058 3.9162
H 0.4466 0.0712 5.7744
H -2.5531 -1.7621 -1.9670
H 1.2563 0.6600 3.5653
*
```

Löwdin atomic charge list, values in e, 6 entries: 0.99 1.12 0.65 0.76 0.16 -0.32



# 2
Below is a cluster of 3 separate species, C3H12NO3S in total in a non-equilibrium geometry, with properties calculated with ωB97M-V/def2-TZVPD.

Summary:
Orbital gap   7.701 eV
Calculated total energy   -21773.4291 eV
HOMO level   -4.51 eV

ORCA input file:
```
! RIJCOSX wB97M-V def2-TZVPD def2/J DEFGRID3
* xyz -1 1
S 0.4413 0.1333 2.8760
O 0.8851 -0.6840 -2.3466
O -1.2030 0.6382 -2.2899
O -2.7297 1.5019 -0.3505
N -0.4788 -1.1554 -0.2204
C 1.5754 -0.3240 -1.2690
C 1.2958 -0.2564 1.2795
C 0.5469 -0.0931 -0.0544
H 0.2065 0.9180 -0.2195
H -1.2329 -0.9763 -0.7789
H 2.1160 -1.1889 -0.8723
H -2.3272 1.0161 0.3028
H 2.2290 0.2754 1.2166
H -0.1527 0.1159 -2.3587
H 2.3952 0.4280 -1.2501
H -0.8283 -0.3214 2.9350
H -1.7026 0.0058 -2.7945
H 1.5141 -1.2979 1.3632
H 0.0387 -1.8493 -0.7111
H -2.0934 1.2217 -1.1465
*
```

natural (NBO) atomic charge list, values in e, 6 entries: -0.14 -0.86 -1.08 -1.02 -0.86 -0.03



# 3
Below is a cluster of 2 separate species, CH5BS2 in total in a non-equilibrium geometry, with properties calculated with ωB97M-V/def2-TZVPD.

Summary:
Orbital gap   8.988 eV
Calculated total energy   -23463.2049 eV
HOMO level   -8.82 eV

ORCA input file:
```
! RIJCOSX wB97M-V def2-TZVPD def2/J DEFGRID3
* xyz 0 1
S -0.8188 1.9703 0.0240
S -1.5187 -1.1978 0.1575
C 1.7259 -0.6539 -0.0823
B -0.5083 0.2413 -0.0731
H 2.3073 0.3005 0.1060
H -2.7831 -0.6771 0.6540
H 1.8602 -0.7332 -1.1277
H -2.0547 2.2388 -0.2300
H 1.7903 -1.4889 0.5718
*
```

natural (NBO) atomic charge list, values in e, 6 entries: -0.16 -0.17 -0.71 0.15 0.21 0.14



# 4
Below is a structure of composition C30H45DyF5P2S in a non-equilibrium geometry, with properties calculated with ωB97M-V/def2-TZVPD.

Summary:
Orbital gap (spin up / spin down)   4.912 / 5.176 eV
Calculated total energy   -98914.3862 eV
<S²>   9.355
HOMO level (spin up / spin down)   -9.99 / -10.00 eV

ORCA input file:
```
! RIJCOSX wB97M-V def2-TZVPD def2/J DEFGRID3
* xyz 1 6
Dy -0.7017 -0.3994 -1.0102
S 1.0419 -0.5182 1.3725
P 1.4189 -3.3891 -0.3799
P 2.2921 3.1023 0.6849
F -1.0638 -2.9461 5.3433
F -0.3783 -2.7673 2.7069
F -0.2305 -1.0158 7.1369
F 1.3447 1.0672 6.2478
F 2.1527 1.1391 3.6770
C -0.0093 -1.7736 3.5758
C -3.2025 -0.3786 -0.5673
C -2.3687 1.7656 -0.2109
C -0.3451 -1.8855 4.9176
C -2.0266 3.2035 -0.3434
C 2.7034 -3.8613 -1.5951
C -0.9019 0.6069 -4.1421
C -0.1690 -1.5306 -3.0011
C 2.0838 -0.2168 -2.8789
C 2.1537 -3.9344 1.2184
C -2.2591 1.0360 1.0035
C 1.2200 0.2072 4.0411
C -3.6850 1.3438 -2.4020
C 2.9540 4.5616 -0.1801
C 3.7856 2.3092 1.3713
C -1.1858 -0.6484 -3.3384
C 0.7387 -0.6918 3.0672
C -1.8024 1.5580 2.3085
C -2.9948 0.8980 -1.1761
C 0.3482 1.4179 -2.0048
C 1.5391 3.8100 2.1915
C -2.9298 -1.2956 1.8405
C 0.1880 -4.7095 -0.7090
C -2.7512 -0.2847 0.7878
C 0.0749 -0.9108 5.8280
C 1.3720 0.5018 -1.7496
C 0.8764 0.1435 5.3774
C -0.1082 1.7318 -3.4062
C -3.8443 -1.5599 -1.2126
C 1.2352 -1.3185 -3.5612
H 3.2574 4.2261 -1.1785
H -0.4198 -2.5653 -2.7033
H -0.3877 0.3689 -5.0894
H 3.4226 -3.0307 -1.6808
H -3.2990 -1.9520 -2.0844
H -2.8090 3.8696 0.0483
H 2.2697 -4.0368 -2.5906
H 2.1478 5.2880 -0.3157
H -3.9267 -2.3936 -0.5064
H 1.1632 -1.0951 -4.6381
H -1.8525 3.4865 -1.3862
H 3.0130 -0.6550 -2.4882
H 1.3124 3.0126 2.9139
H 0.7464 2.0673 -4.0221
H 4.5116 3.0740 1.6513
H 4.2063 1.6456 0.6092
H -0.5915 -4.3878 -1.4154
H 2.2237 4.5275 2.6588
H -3.8191 0.5153 -3.1079
H -1.1103 3.4249 0.2119
H 0.5915 4.3054 1.9311
H 0.7315 -5.5661 -1.1328
H -1.8711 1.0252 -4.4516
H 3.2335 -4.7665 -1.2703
H 1.9550 0.6123 -0.8147
H -2.5424 1.4142 3.1191
H -3.8938 -1.1791 2.3607
H 3.5136 1.6947 2.2320
H 2.8942 -4.7289 1.0930
H 0.1516 2.1915 -1.2530
H 2.4456 0.5032 -3.6295
H -4.8532 -1.3134 -1.5716
H -2.8819 -2.3092 1.4256
H -0.2982 -4.9896 0.2339
H 2.6339 -3.0628 1.6797
H -3.1526 2.1642 -2.8981
H -4.6977 1.7146 -2.1546
H -2.2114 -1.0243 -3.4598
H -0.7555 2.6213 -3.3537
H 1.7924 -2.2698 -3.5129
H 3.8034 5.0198 0.3296
H -2.1382 -1.2106 2.5866
H -1.5419 2.6250 2.2768
H 1.3600 -4.2605 1.8966
H -0.8921 1.0320 2.6223
*
```

Löwdin atomic charge list, values in e, 6 entries: 1.49 0.59 0.77 0.78 0.11 0.03



# 5
Below is an isolated molecule of C2H3Br2OP in a non-equilibrium geometry, with properties calculated with ωB97M-V/def2-TZVPD.

Summary:
Orbital gap   9.394 eV
Calculated total energy   -153543.9225 eV
HOMO level   -9.24 eV
SMILES string   O/C=C\P(Br)Br

ORCA input file:
```
! RIJCOSX wB97M-V def2-TZVPD def2/J DEFGRID3
* xyz 0 1
Br -2.2351 1.7835 -1.6260
Br -1.3534 2.0789 1.5417
P -1.5890 0.4634 0.0001
O 0.5535 -1.6862 0.9624
C 0.1302 0.2754 -0.4338
C 0.9126 -0.7008 0.0075
H 0.4920 0.7902 -1.2491
H 1.1754 -2.3397 1.0539
H 1.9138 -0.6647 -0.2568
*
```

natural (NBO) atomic charge list, values in e, 6 entries: -0.21 -0.24 0.71 -0.68 -0.69 0.21



# 6
Below is an isolated molecule of C6H7ClO4 in a non-equilibrium geometry, with properties calculated with ωB97M-V/def2-TZVPD.

Summary:
Orbital gap   10.454 eV
Calculated total energy   -27044.0882 eV
HOMO level   -10.22 eV
SMILES string   CC(=O)OC(=O)O/C=C\CCl

ORCA input file:
```
! RIJCOSX wB97M-V def2-TZVPD def2/J DEFGRID3
* xyz 0 1
Cl 4.2595 -0.7717 -0.1857
O -1.4992 1.7161 -0.2830
O 0.1872 0.0605 -0.2041
O -3.7267 0.5767 0.6962
O -1.9184 -0.5654 -0.2518
C 2.2816 1.0757 0.2570
C -3.2209 -0.3002 0.0157
C -3.8553 -1.6921 -0.1135
C -1.0214 0.4532 -0.3392
C 1.0510 1.1839 -0.2563
C 2.6571 -0.3469 0.7526
H -3.4825 -2.1732 -1.2323
H 1.8691 -1.1271 0.4656
H 0.4076 1.9118 -0.7875
H 2.8831 -0.4273 1.9220
H -5.0276 -1.3179 -0.1612
H -3.7041 -2.2978 0.9554
H 2.9483 2.0061 0.4388
*
```

natural (NBO) atomic charge list, values in e, 6 entries: -0.11 -0.63 -0.47 -0.50 -0.52 -0.27



Number 3 is which compound? CH5BS2